i.
Entry from the OMol25 dataset: a structure of composition C12H30AsF6N2O4Rb (ωB97M-V with the def2-TZVPD basis set).

Element x y z (Å)
Rb: 0.19 -0.16 1.12
As: -2.07 -3.41 1.75
F: -0.86 -2.32 2.39
F: -3.19 -2.79 2.88
F: -3.26 -4.42 1.06
F: -0.90 -3.93 0.59
F: -1.56 -4.62 2.83
F: -2.49 -2.11 0.64
C: -5.37 3.40 -1.99
O: -4.18 3.40 -1.25
C: -4.28 2.68 -0.03
C: -2.91 2.21 0.39
N: -2.43 0.96 -0.22
C: -2.11 1.10 -1.63
C: -1.69 -0.19 -2.28
O: -0.49 -0.67 -1.68
C: -0.18 -1.99 -2.04
H: -5.52 2.43 -2.49
H: -5.28 4.15 -2.78
H: -6.24 3.62 -1.37
H: -4.95 1.82 -0.14
H: -4.71 3.34 0.74
H: -2.89 2.03 1.47
H: -2.18 2.99 0.19
H: -3.08 0.19 -0.13
H: -1.35 1.87 -1.79
H: -2.96 1.49 -2.21
H: -1.49 -0.02 -3.35
H: -2.45 -0.97 -2.21
H: 0.38 -2.06 -2.98
H: -1.06 -2.64 -2.04
H: 0.58 -2.38 -1.35
C: 2.95 -3.45 2.08
O: 2.78 -2.05 2.24
C: 3.85 -1.37 2.85
C: 3.87 0.05 2.34
N: 4.27 0.15 0.95
C: 4.00 1.47 0.42
C: 4.16 1.51 -1.08
O: 3.13 0.81 -1.74
C: 1.90 1.47 -1.84
H: 3.95 -3.67 1.69
H: 2.18 -3.80 1.40
H: 2.83 -3.97 3.03
H: 4.80 -1.88 2.64
H: 3.74 -1.36 3.94
H: 4.50 0.63 3.01
H: 2.84 0.43 2.46
H: 3.76 -0.53 0.40
H: 4.65 2.21 0.89
H: 2.97 1.82 0.65
H: 5.11 1.08 -1.37
H: 4.17 2.56 -1.41
H: 1.34 0.99 -2.64
H: 1.96 2.54 -2.07
H: 1.27 1.36 -0.94

Summary:
Gap between HOMO and LUMO: 9.09 eV
E_LUMO: -0.011 hartree
Net charge: 0
HOMO level: -9.40 eV
M: 540.76 u

=====

ii.
Entry from the OMol25 dataset: a structure of composition C12H30AsF6N2O4Rb (ωB97M-V with the def2-TZVPD basis set).

Element x y z (Å)
Rb: -6.70 1.40 27.24
As: -8.98 4.03 25.33
F: -9.49 3.15 23.82
F: -7.25 3.71 24.97
F: -8.29 4.94 26.77
F: -10.63 4.54 25.82
F: -9.13 2.58 26.42
F: -8.96 5.55 24.38
C: -5.54 -6.57 24.45
O: -6.37 -5.79 25.21
C: -7.72 -6.20 25.22
C: -8.30 -5.11 26.13
N: -8.45 -3.85 25.39
C: -9.08 -2.82 26.26
C: -9.14 -1.43 25.58
O: -7.82 -0.77 25.59
C: -7.69 0.04 24.41
H: -5.85 -6.68 23.41
H: -5.70 -7.60 24.77
H: -4.51 -6.34 24.72
H: -7.81 -7.18 25.69
H: -8.23 -6.31 24.27
H: -7.64 -4.95 26.98
H: -9.22 -5.46 26.58
H: -7.57 -3.50 25.03
H: -8.40 -2.72 27.10
H: -10.02 -3.28 26.58
H: -9.84 -0.74 26.05
H: -9.38 -1.69 24.55
H: -6.84 0.72 24.37
H: -8.60 0.65 24.34
H: -7.66 -0.45 23.44
C: -8.62 3.28 30.20
O: -8.31 1.96 29.65
C: -8.42 0.93 30.61
C: -8.13 -0.52 30.07
N: -6.72 -0.66 29.64
C: -6.31 -1.97 29.04
C: -4.80 -2.14 28.82
O: -4.15 -1.90 30.05
C: -2.72 -1.82 30.06
H: -9.70 3.39 30.35
H: -8.32 3.96 29.41
H: -8.04 3.53 31.08
H: -9.41 0.95 31.04
H: -7.76 1.19 31.44
H: -8.80 -0.75 29.24
H: -8.30 -1.07 30.99
H: -6.13 -0.56 30.45
H: -6.76 -2.21 28.08
H: -6.59 -2.65 29.85
H: -4.51 -1.37 28.10
H: -4.59 -3.15 28.45
H: -2.41 -2.74 29.56
H: -2.24 -1.71 31.03
H: -2.28 -1.07 29.41

Summary:
Gap between HOMO and LUMO: 8.86 eV
E_LUMO: -0.011 hartree
Net charge: 0
HOMO level: -9.16 eV
M: 540.76 u

=====

On energetic grounds, i is preferred over the next structure by 0.0739 hartree.

=====

i.
Entry from the OMol25 dataset: a cluster of 14 separate species, H26O17S in total (ωB97M-V with the def2-TZVPD basis set).

Element x y z (Å)
S: -0.07 0.06 0.18
O: 0.07 -1.26 0.64
O: 0.05 1.01 1.28
O: 1.04 0.26 -0.72
O: -1.33 0.29 -0.49
O: 1.24 -2.38 2.45
H: 0.78 -1.74 1.71
H: 2.22 -2.39 2.28
O: 1.30 -3.29 -0.44
H: 1.16 -2.48 -0.10
H: 2.16 -3.36 -0.04
O: 0.09 3.39 1.72
H: -0.10 2.40 1.49
H: -0.11 3.54 2.62
O: -3.69 -1.00 0.02
H: -2.85 -0.41 -0.23
H: -4.45 -0.40 0.04
O: 1.93 2.59 -1.13
H: 1.84 1.63 -0.91
H: 1.25 3.01 -1.62
O: 1.03 0.32 -3.31
H: 0.96 -0.06 -2.29
H: 1.65 0.98 -3.58
O: -0.82 0.71 3.81
H: -0.64 0.76 2.88
H: -0.16 0.07 3.96
O: -1.54 0.90 -2.84
H: -1.34 0.76 -1.90
H: -0.73 0.63 -3.33
O: -2.95 2.10 -0.50
H: -2.52 3.07 -0.61
H: -2.35 1.57 -0.51
O: -1.37 -2.12 -2.75
H: -1.17 -1.35 -2.36
H: -0.72 -2.87 -2.59
O: -1.94 -2.88 0.97
H: -2.64 -2.27 0.70
H: -1.16 -2.34 0.78
O: 3.26 -0.94 -1.18
H: 2.52 -0.32 -1.13
H: 3.71 -1.09 -0.30
O: 2.36 1.48 2.64
H: 1.53 1.11 2.48
H: 2.50 2.29 2.20

Summary:
Gap between HOMO and LUMO: 9.18 eV
E_LUMO: 0.187 hartree
Net charge: -2
HOMO level: -4.10 eV
M: 330.26 u

=====

ii.
Entry from the OMol25 dataset: a structure of composition H26O17S (ωB97M-V with the def2-TZVPD basis set).

Element x y z (Å)
S: -0.40 0.07 0.37
O: -0.06 1.38 0.18
O: -0.29 -0.65 -0.84
O: 0.55 -0.57 1.26
O: -1.80 0.07 0.78
O: -0.64 -2.91 -1.30
H: -0.46 -1.87 -1.10
H: 0.14 -3.39 -0.71
O: 0.66 -2.53 -3.68
H: 1.49 -2.26 -3.55
H: 0.30 -2.33 -2.85
O: -1.12 3.61 -0.58
H: -0.82 2.69 -0.39
H: -0.52 3.84 -1.35
O: 0.82 -0.16 3.73
H: 0.68 -0.52 2.81
H: 0.84 -0.95 4.29
O: 1.30 2.60 -1.68
H: 0.74 2.06 -0.97
H: 1.43 2.02 -2.45
O: 3.09 -0.08 1.00
H: 2.19 -0.32 1.14
H: 3.38 -0.23 1.92
O: -3.48 1.01 -0.84
H: -2.73 0.72 -0.18
H: -3.09 1.80 -1.27
O: 2.15 -0.45 -2.05
H: 1.25 -0.51 -1.61
H: 2.91 -0.17 -1.50
O: 1.63 -3.18 1.09
H: 2.52 -2.96 0.82
H: 1.31 -2.29 1.31
O: -3.92 -1.37 1.44
H: -3.17 -0.70 1.23
H: -4.35 -1.08 0.62
O: 1.73 2.50 1.80
H: 2.55 2.27 1.42
H: 1.14 2.36 1.07
O: -1.80 0.84 3.38
H: -1.82 0.82 2.49
H: -1.09 0.47 3.80
O: -1.47 0.08 -3.07
H: -0.96 -0.34 -2.37
H: -0.84 0.60 -3.59

Summary:
Gap between HOMO and LUMO: 9.03 eV
E_LUMO: 0.177 hartree
Net charge: -2
HOMO level: -4.21 eV
M: 330.26 u

=====

On energetic grounds, ii is preferred over the next structure by 0.0673 hartree.

=====

i.
Entry from the OMol25 dataset: a cluster of 2 separate species, C5H10S in total (ωB97M-V with the def2-TZVPD basis set).

Element x y z (Å)
C: -0.58 0.80 -0.64
C: -0.55 0.15 0.56
C: -0.75 2.26 -0.76
C: -0.43 -1.34 0.65
C: 2.55 0.23 -0.40
S: 2.97 -1.16 0.30
H: -0.72 0.41 -1.61
H: 0.23 2.68 -1.06
H: -1.04 2.76 0.32
H: -1.57 2.65 -1.39
H: -1.42 -1.59 1.06
H: 0.14 -1.68 1.50
H: -0.18 -1.83 -0.30
H: 1.92 0.08 -1.31
H: -0.66 0.62 1.54
H: 3.58 -0.60 1.37

Summary:
Gap between HOMO and LUMO: 8.71 eV
E_LUMO: 0.009 hartree
Net charge: 0
HOMO level: -8.48 eV
M: 102.20 u

=====

ii.
Entry from the OMol25 dataset: a cluster of 2 separate species, C5H10S in total (ωB97M-V with the def2-TZVPD basis set).

Element x y z (Å)
C: -3.21 1.14 -0.91
C: -3.46 -0.09 -1.15
C: 0.78 0.71 0.41
C: 1.23 0.35 1.80
C: 2.90 -1.16 -0.56
S: 1.51 0.04 -0.86
H: -2.26 1.28 -0.21
H: -3.96 2.02 -1.16
H: -4.35 -0.31 -1.70
H: -2.78 -0.88 -0.68
H: 0.76 1.08 2.66
H: 2.32 0.39 1.90
H: 1.07 -0.69 2.08
H: 2.66 -1.69 0.38
H: 3.79 -0.50 -0.50
H: 3.01 -1.69 -1.50

Summary:
Gap between HOMO and LUMO: 8.83 eV
E_LUMO: 0.016 hartree
Net charge: 0
HOMO level: -8.40 eV
M: 102.20 u

=====

iii.
Entry from the OMol25 dataset: the molecule C5H10S (ωB97M-V with the def2-TZVPD basis set).

Element x y z (Å)
C: -0.29 1.28 1.49
C: 0.29 0.33 0.42
C: 1.87 0.58 0.11
C: 0.11 -1.19 0.69
C: -0.76 -1.52 -0.57
H: -1.41 1.12 1.49
H: -0.08 2.33 1.12
H: 0.20 1.28 2.45
H: 2.35 -0.19 -0.51
H: 2.36 0.57 1.12
H: 2.20 1.57 -0.21
H: 1.04 -1.80 0.66
H: -0.44 -1.45 1.55
H: -0.18 -2.16 -1.25
H: -1.74 -1.91 -0.38
S: -0.73 0.23 -1.18

Summary:
Structure (SMILES): CC1(C)CCS1
Gap between HOMO and LUMO: 9.45 eV
E_LUMO: 0.034 hartree
Net charge: 0
HOMO level: -8.52 eV
M: 102.20 u

=====

iv.
Entry from the OMol25 dataset: the molecule C5H10S (ωB97M-V with the def2-TZVPD basis set).

Element x y z (Å)
C: -0.19 1.42 -0.29
C: -0.02 -0.02 -0.01
C: 0.58 -0.76 -1.13
C: 0.76 -0.20 1.25
C: -1.32 -0.68 0.26
H: -0.82 1.55 -1.17
H: -0.66 1.93 0.58
H: 0.74 2.01 -0.50
H: -0.14 -0.75 -2.05
H: 0.72 -1.78 -0.79
H: 1.55 -0.28 -1.44
H: 1.79 0.00 1.06
H: 0.66 -1.18 1.66
H: 0.39 0.56 1.99
H: -1.26 -1.75 0.53
S: -2.79 -0.05 0.04

Summary:
Structure (SMILES): CC(C)(C)C=S
Gap between HOMO and LUMO: 8.64 eV
E_LUMO: 0.002 hartree
Net charge: 0
HOMO level: -8.60 eV
M: 102.20 u

=====

On energetic grounds, iv is preferred over the next structure by 0.0021 hartree.